Entry 1:
{"formula": "C48H42CrF2GeNOSSi", "method": "ωB97M-V with the def2-TZVPD basis set", "largest_force_ha_per_bohr": 0.0028, "de_lowest_ev": 0.025, "multiplicity": 6, "lumo_ev": [0.133, -1.138], "symbols": ["Cr", "F", "C", "C", "C", "C", "C", "F", "C", "C", "C", "C", "C", "C", "N", "H", "H", "H", "H", "H", "H", "O", "S", "C", "C", "C", "C", "C", "C", "C", "C", "C", "C", "C", "C", "H", "H", "H", "H", "H", "H", "H", "H", "H", "H", "C", "Ge", "C", "C", "C", "C", "C", "C", "C", "C", "C", "C", "C", "C", "C", "C", "C", "C", "H", "H", "H", "H", "H", "H", "H", "H", "H", "H", "H", "H", "H", "H", "H", "C", "Si", "C", "C", "C", "C", "C", "C", "C", "H", "H", "H", "H", "H", "H", "H", "H", "H", "H", "H"], "positions_angstrom": [[-0.095, -0.075, 1.094], [-0.771, -5.460, 0.338], [-0.115, -4.464, 0.967], [-0.452, -3.156, 0.700], [0.203, -2.108, 1.348], [1.239, -2.427, 2.262], [1.536, -3.771, 2.486], [2.519, -4.135, 3.349], [0.875, -4.807, 1.866], [1.976, -1.306, 2.875], [3.123, -1.418, 3.671], [3.731, -0.283, 4.167], [3.200, 0.967, 3.876], [2.077, 1.010, 3.079], [1.487, -0.081, 2.586], [-1.204, -2.965, -0.055], [1.141, -5.835, 2.061], [3.536, -2.387, 3.889], [4.621, -0.373, 4.777], [3.644, 1.879, 4.248], [1.616, 1.951, 2.801], [-0.410, 1.974, 1.384], [-1.205, 2.804, 0.392], [-1.823, 4.172, 1.354], [-3.077, 4.673, 1.043], [-3.577, 5.741, 1.775], [-2.829, 6.276, 2.813], [-1.580, 5.750, 3.125], [-1.067, 4.693, 2.393], [0.015, 3.677, -0.576], [-0.416, 4.620, -1.501], [0.516, 5.206, -2.337], [1.855, 4.832, -2.258], [2.264, 3.882, -1.337], [1.339, 3.300, -0.479], [-3.661, 4.226, 0.246], [-4.554, 6.143, 1.544], [-3.223, 7.103, 3.389], [-1.005, 6.168, 3.941], [-0.100, 4.264, 2.621], [-1.465, 4.884, -1.576], [0.199, 5.942, -3.064], [2.578, 5.276, -2.930], [3.297, 3.561, -1.303], [1.631, 2.531, 0.223], [-0.596, 1.098, -2.771], [0.423, -0.028, -1.468], [2.300, 0.509, -1.903], [3.256, 0.635, -0.894], [4.558, 1.038, -1.164], [4.933, 1.332, -2.468], [4.001, 1.206, -3.491], [2.705, 0.796, -3.207], [0.194, -1.830, -2.285], [-0.949, -2.065, -3.008], [-1.281, -3.346, -3.503], [-0.457, -4.406, -3.270], [0.735, -4.228, -2.524], [1.585, -5.326, -2.237], [2.706, -5.166, -1.476], [3.031, -3.890, -0.967], [2.235, -2.814, -1.239], [1.062, -2.940, -2.029], [-0.411, 0.760, -3.794], [-0.271, 2.138, -2.699], [-1.673, 1.058, -2.590], [2.976, 0.397, 0.130], [5.281, 1.117, -0.359], [5.945, 1.648, -2.688], [4.290, 1.422, -4.513], [1.993, 0.697, -4.021], [-1.637, -1.250, -3.204], [-2.199, -3.481, -4.063], [-0.702, -5.396, -3.636], [1.318, -6.302, -2.625], [3.343, -6.013, -1.256], [3.914, -3.765, -0.352], [2.494, -1.845, -0.838], [-2.690, -2.157, 3.267], [-2.614, -0.817, 1.971], [-3.289, 0.807, 2.639], [-3.449, -1.273, 0.368], [-3.657, -0.299, -0.616], [-4.263, -0.614, -1.820], [-4.664, -1.920, -2.074], [-4.459, -2.903, -1.117], [-3.860, -2.581, 0.093], [-3.708, -2.263, 3.652], [-2.033, -1.909, 4.103], [-2.361, -3.115, 2.863], [-4.270, 0.630, 3.091], [-3.420, 1.545, 1.846], [-2.632, 1.234, 3.397], [-3.323, 0.719, -0.445], [-4.410, 0.154, -2.570], [-5.127, -2.171, -3.020], [-4.757, -3.925, -1.314], [-3.704, -3.363, 0.826]], "mulliken_spin": [3.91, 0.00, -0.03, -0.09, -0.10, 0.00, -0.01, 0.00, 0.05, 0.05, -0.01, 0.02, 0.00, 0.10, -0.09, 0.00, 0.00, 0.00, 0.00, 0.00, -0.01, 0.06, 0.04, 0.00, 0.00, 0.00, 0.00, 0.00, 0.00, 0.01, -0.01, 0.00, 0.00, 0.01, 0.00, 0.00, 0.00, 0.00, 0.00, 0.00, 0.00, 0.00, 0.00, 0.00, 0.04, 0.00, 0.01, -0.05, 0.12, 0.02, 0.00, 0.00, -0.01, 0.01, -0.01, 0.00, 0.00, 0.01, 0.00, 0.00, 0.00, 0.04, -0.03, -0.01, 0.00, 0.00, 0.04, 0.00, 0.00, 0.00, 0.00, 0.00, 0.00, 0.00, 0.00, 0.00, 0.00, -0.02, 0.06, 0.61, 0.14, 0.00, 0.03, -0.01, 0.04, -0.01, 0.08, 0.01, 0.00, -0.01, 0.02, -0.01, 0.00, -0.03, 0.00, 0.00, 0.00, 0.00]}

=====

Entry 2:
{"formula": "H60O30", "method": "ωB97M-V with the def2-TZVPD basis set", "largest_force_ha_per_bohr": 0.0700, "de_lowest_ev": 3.688, "lumo_ev": -0.724, "symbols": ["O", "O", "O", "O", "O", "O", "O", "O", "O", "O", "O", "O", "O", "O", "O", "O", "O", "O", "O", "O", "O", "O", "O", "O", "O", "O", "O", "O", "O", "O", "H", "H", "H", "H", "H", "H", "H", "H", "H", "H", "H", "H", "H", "H", "H", "H", "H", "H", "H", "H", "H", "H", "H", "H", "H", "H", "H", "H", "H", "H", "H", "H", "H", "H", "H", "H", "H", "H", "H", "H", "H", "H", "H", "H", "H", "H", "H", "H", "H", "H", "H", "H", "H", "H", "H", "H", "H", "H", "H", "H"], "positions_angstrom": [[0.946, -0.869, 0.086], [0.237, 1.301, 1.757], [-1.018, -2.554, -1.304], [-2.775, -0.054, -0.363], [2.547, -0.976, -2.381], [0.753, 0.834, -3.196], [1.996, -2.254, 2.123], [-2.157, 2.147, -2.141], [-2.398, 0.820, 2.835], [-1.610, -0.754, -3.571], [3.012, 3.042, -1.587], [-0.927, 4.031, -0.502], [2.408, 1.902, 3.370], [1.233, 4.212, 1.448], [-3.453, -1.639, 2.111], [3.811, 3.288, 1.044], [0.550, -1.670, 4.641], [-0.116, 1.368, 4.784], [4.813, -1.352, 2.320], [2.039, -3.899, -3.014], [-1.590, -3.489, 3.618], [-1.212, -5.193, -0.554], [-3.988, -3.039, -1.313], [1.105, 4.993, -2.208], [3.893, -0.226, 4.610], [0.943, -5.813, 1.350], [-5.237, 0.531, -1.651], [2.326, 2.318, -5.242], [-2.596, 1.546, -5.034], [-4.276, -0.676, -4.005], [1.117, -1.460, 0.854], [1.011, 0.000, 0.389], [0.255, 2.250, 1.580], [-0.684, 1.014, 1.735], [-1.163, -2.067, -2.150], [-0.467, -1.950, -0.731], [-3.727, -0.037, -0.486], [-2.582, -0.431, 0.513], [3.432, -0.666, -2.265], [2.196, -1.149, -1.514], [1.490, 0.251, -3.078], [0.838, 1.581, -2.621], [2.134, -3.117, 2.510], [2.953, -1.893, 2.132], [-1.670, 2.693, -1.428], [-2.656, 1.394, -1.705], [-1.527, 0.758, 3.190], [-2.832, -0.008, 2.860], [-1.276, -1.114, -4.432], [-1.022, -0.079, -3.310], [3.148, 3.218, -0.647], [2.231, 3.650, -1.699], [-0.389, 3.784, 0.248], [-1.614, 4.629, -0.191], [1.482, 1.635, 3.540], [2.698, 2.475, 4.084], [2.174, 4.258, 1.489], [0.898, 4.899, 2.030], [-4.370, -1.881, 2.398], [-2.888, -2.368, 2.182], [4.655, 3.623, 1.410], [3.666, 2.592, 1.711], [1.020, -1.373, 3.834], [0.394, -0.837, 5.146], [-0.546, 2.191, 4.480], [-0.410, 1.367, 5.685], [5.359, -0.770, 2.886], [5.406, -1.730, 1.721], [2.905, -3.614, -3.253], [1.474, -3.206, -3.364], [-0.822, -3.321, 4.148], [-1.481, -4.402, 3.317], [-1.449, -5.345, 0.362], [-1.118, -4.256, -0.838], [-3.182, -2.492, -1.262], [-3.911, -3.454, -2.144], [0.166, 4.909, -2.154], [1.212, 5.606, -2.986], [3.339, 0.369, 4.126], [3.976, -0.912, 4.016], [0.116, -5.398, 1.444], [1.213, -5.713, 0.406], [-4.942, 0.320, -2.501], [-5.488, 1.488, -1.720], [1.579, 1.885, -4.767], [1.854, 2.876, -5.921], [-2.233, 1.847, -4.182], [-3.507, 1.832, -4.995], [-3.302, -0.571, -4.044], [-4.390, -1.654, -4.070]], "lowdin_charge": [-0.04, -0.03, -0.09, -0.06, -0.02, -0.03, -0.06, -0.12, -0.03, -0.05, -0.09, -0.03, -0.06, -0.03, -0.03, -0.05, -0.07, -0.04, -0.03, -0.05, -0.04, -0.07, -0.05, -0.06, -0.01, -0.06, -0.04, -0.10, -0.07, -0.09, 0.03, -0.01, 0.02, 0.03, 0.04, 0.05, 0.01, 0.02, 0.06, 0.02, -0.01, 0.04, 0.06, 0.07, 0.03, 0.03, -0.02, -0.01, 0.11, -0.01, -0.03, 0.00, 0.01, 0.08, 0.01, 0.07, 0.00, 0.07, 0.11, -0.01, 0.09, 0.05, 0.02, 0.04, 0.08, 0.06, 0.08, 0.04, 0.01, 0.02, 0.00, 0.04, 0.01, 0.00, 0.00, 0.00, 0.00, 0.09, -0.02, -0.05, -0.04, 0.07, -0.04, 0.08, 0.00, 0.05, 0.00, 0.03, -0.01, 0.07]}

=====

Entry 3:
{"formula": "C25H28N2O6", "method": "ωB97M-V with the def2-TZVPD basis set", "largest_force_ha_per_bohr": 0.0259, "de_lowest_ev": 3.262, "smiles": "COc1cccc([C@H](C(=O)NC2CCCC2)N(Cc2ccco2)C(=O)c2ccco2)c1OC", "lumo_ev": 0.764, "symbols": ["C", "O", "C", "C", "C", "C", "C", "C", "C", "O", "N", "C", "C", "C", "C", "C", "N", "C", "C", "C", "C", "C", "O", "C", "O", "C", "C", "C", "C", "O", "C", "O", "C", "H", "H", "H", "H", "H", "H", "H", "H", "H", "H", "H", "H", "H", "H", "H", "H", "H", "H", "H", "H", "H", "H", "H", "H", "H", "H", "H", "H"], "positions_angstrom": [[-6.091, -0.993, -0.447], [-4.837, -1.215, 0.148], [-3.987, -0.151, 0.305], [-4.325, 1.152, -0.034], [-3.447, 2.192, 0.212], [-2.212, 1.942, 0.771], [-1.829, 0.642, 1.074], [-0.483, 0.358, 1.704], [0.501, 1.548, 1.642], [0.980, 2.036, 2.648], [0.791, 1.917, 0.392], [1.769, 2.919, 0.042], [1.166, 3.942, -0.923], [1.226, 3.265, -2.301], [2.266, 2.133, -2.178], [2.893, 2.298, -0.791], [0.175, -0.821, 1.139], [1.064, -1.559, 2.028], [2.495, -1.291, 1.687], [3.315, -0.249, 2.009], [4.543, -0.492, 1.344], [4.376, -1.660, 0.667], [3.142, -2.151, 0.865], [0.149, -1.036, -0.193], [-0.306, -0.217, -0.991], [0.692, -2.295, -0.733], [1.158, -2.488, -2.010], [1.522, -3.848, -2.099], [1.239, -4.387, -0.880], [0.739, -3.462, -0.053], [-2.724, -0.413, 0.867], [-2.320, -1.651, 1.291], [-2.654, -2.789, 0.523], [-5.992, -0.598, -1.463], [-6.707, -0.315, 0.152], [-6.570, -1.971, -0.487], [-5.285, 1.369, -0.472], [-3.737, 3.202, -0.034], [-1.540, 2.759, 0.977], [-0.657, 0.140, 2.764], [0.329, 1.425, -0.369], [2.122, 3.363, 0.977], [0.151, 4.214, -0.641], [1.778, 4.845, -0.912], [1.506, 3.981, -3.073], [0.253, 2.854, -2.568], [1.771, 1.164, -2.247], [3.017, 2.182, -2.965], [3.735, 2.990, -0.829], [3.239, 1.354, -0.373], [0.859, -2.628, 1.965], [0.872, -1.223, 3.047], [3.070, 0.585, 2.634], [5.421, 0.119, 1.371], [5.032, -2.226, 0.036], [1.229, -1.741, -2.772], [1.934, -4.352, -2.948], [1.343, -5.383, -0.496], [-3.670, -3.131, 0.726], [-1.943, -3.560, 0.821], [-2.546, -2.591, -0.547]], "nbo_charge": [-0.25, -0.51, 0.24, -0.28, -0.21, -0.22, -0.05, -0.14, 0.69, -0.65, -0.65, -0.06, -0.41, -0.42, -0.42, -0.41, -0.40, -0.27, 0.26, -0.30, -0.32, 0.09, -0.41, 0.65, -0.65, 0.16, -0.22, -0.32, 0.12, -0.40, 0.32, -0.53, -0.25, 0.18, 0.18, 0.20, 0.22, 0.21, 0.22, 0.24, 0.44, 0.23, 0.21, 0.21, 0.21, 0.21, 0.21, 0.21, 0.20, 0.23, 0.24, 0.24, 0.25, 0.23, 0.20, 0.24, 0.23, 0.21, 0.19, 0.19, 0.18]}